The following is a quantum chemistry calculation of C47H45AsGeIrNO6Si as an isolated structure in a non-equilibrium geometry, from OMol25.

Summary:
Net charge = +1
Spin multiplicity = 2

Each line ends with the Mulliken charge.
Cartesian coordinates (Å):
Ir1 -0.15 -0.29 -0.18  2.578
O1 3.13 2.02 -1.67  -0.532
C1 2.02 1.40 -1.32  0.490
O2 2.01 0.21 -1.10  -0.365
C2 0.83 2.25 -1.24  -0.241
C3 0.88 3.60 -1.55  -0.637
C4 -0.26 4.37 -1.43  -1.644
C5 -1.43 3.75 -1.03  -0.866
C6 -1.44 2.40 -0.76  0.947
N1 -0.32 1.65 -0.85  0.557
C7 -2.68 1.68 -0.31  0.237
O3 -3.85 2.28 -0.49  -0.485
O4 -2.66 0.59 0.18  -0.465
H1 3.85 1.37 -1.65  0.585
H2 1.82 4.02 -1.89  0.683
H3 -0.25 5.43 -1.65  0.539
H4 -2.32 4.36 -0.90  0.466
H5 -3.79 3.14 -0.93  0.300
C8 -0.88 -1.00 -1.83  -0.907
Ge1 -0.11 -1.45 -3.56  2.065
C9 -0.60 -3.36 -3.73  -0.052
C10 -1.88 -3.78 -3.35  -0.402
C11 -2.24 -5.12 -3.42  -0.789
C12 -1.32 -6.06 -3.86  -0.518
C13 -0.05 -5.65 -4.25  -0.669
C14 0.31 -4.31 -4.18  -0.359
C15 1.78 -1.21 -3.99  0.053
C16 2.79 -1.82 -3.24  -0.066
C17 4.11 -1.75 -3.66  -0.754
C18 4.44 -1.08 -4.83  -0.606
C19 3.44 -0.46 -5.58  -0.678
C20 2.12 -0.53 -5.16  -0.429
C21 -1.20 -0.35 -4.78  -0.342
C22 -1.01 1.04 -4.80  0.180
C23 -1.78 1.84 -5.62  -0.914
C24 -2.75 1.27 -6.43  -0.568
C25 -2.95 -0.10 -6.43  -0.628
C26 -2.18 -0.91 -5.60  -0.508
H6 -1.98 -1.04 -1.89  0.682
H7 -2.60 -3.05 -3.00  0.392
H8 -3.24 -5.42 -3.13  0.441
H9 -1.59 -7.10 -3.90  0.417
H10 0.66 -6.38 -4.61  0.429
H11 1.30 -4.00 -4.50  0.360
H12 2.53 -2.33 -2.32  0.469
H13 4.89 -2.23 -3.08  0.456
H14 5.46 -1.05 -5.17  0.411
H15 3.69 0.06 -6.49  0.428
H16 1.35 -0.06 -5.76  0.394
H17 -0.25 1.48 -4.16  0.600
H18 -1.62 2.91 -5.64  0.433
H19 -3.36 1.90 -7.08  0.396
H20 -3.70 -0.55 -7.06  0.440
H21 -2.32 -1.98 -5.60  0.339
O5 -0.05 0.52 1.73  -1.100
Si1 0.92 1.32 2.69  -0.163
C27 2.62 1.59 1.92  0.823
C28 3.41 0.47 1.67  -0.274
C29 4.65 0.58 1.06  -0.705
C30 5.12 1.84 0.69  -0.942
C31 4.34 2.96 0.90  -0.587
C32 3.10 2.84 1.50  -0.519
C33 1.13 0.35 4.33  0.398
C34 2.39 0.05 4.86  -0.245
C35 2.51 -0.76 5.98  -0.748
C36 1.37 -1.28 6.59  -0.551
C37 0.12 -0.97 6.08  -0.625
C38 0.00 -0.16 4.95  -0.515
C39 0.02 2.90 3.26  0.425
C40 -1.38 2.90 3.21  -0.136
C41 -2.09 4.03 3.60  -0.753
C42 -1.42 5.17 4.02  -0.488
C43 -0.03 5.17 4.08  -0.873
C44 0.68 4.04 3.71  -0.258
H22 3.04 -0.51 1.95  0.587
H23 5.25 -0.30 0.89  0.435
H24 6.10 1.93 0.22  0.406
H25 4.70 3.94 0.60  0.452
H26 2.49 3.72 1.65  0.469
H27 3.28 0.46 4.40  0.379
H28 3.49 -0.99 6.37  0.429
H29 1.47 -1.91 7.46  0.403
H30 -0.77 -1.36 6.56  0.436
H31 -0.99 0.07 4.57  0.321
H32 -1.91 2.02 2.87  0.365
H33 -3.18 4.02 3.57  0.447
H34 -1.97 6.04 4.33  0.402
H35 0.50 6.05 4.41  0.426
H36 1.76 4.04 3.78  0.463
C45 -0.04 -3.47 3.26  -1.134
As1 0.02 -3.61 1.33  0.399
C46 -1.67 -4.36 0.76  -0.960
C47 1.42 -4.86 0.84  -1.136
O6 0.41 -2.17 0.64  -0.303
H37 -0.12 -4.47 3.69  0.514
H38 -0.90 -2.88 3.55  0.364
H39 0.87 -2.99 3.62  0.255
H40 -1.79 -5.33 1.22  0.471
H41 -1.67 -4.46 -0.33  0.122
H42 -2.47 -3.70 1.07  0.391
H43 1.28 -5.81 1.35  0.428
H44 2.38 -4.42 1.10  0.350
H45 1.37 -5.01 -0.24  0.319

---

The following is a quantum chemistry calculation of C47H45BaClN7O5PS2 as an isolated structure in a non-equilibrium geometry, from OMol25.

Summary:
Spin multiplicity = 1

Each line ends with the Mulliken charge.
Cartesian coordinates (Å):
Ba1 -0.52 0.77 1.05  2.677
C1 -3.92 1.18 3.73  -0.963
O1 -2.68 0.80 4.32  -0.396
C2 -1.93 0.32 3.32  0.610
N1 -2.50 0.14 2.19  -0.854
C3 -3.88 0.53 2.34  -0.139
C4 -4.43 1.36 1.21  0.463
C5 -4.00 1.18 -0.10  0.769
C6 -4.61 1.86 -1.14  -1.347
C7 -5.64 2.75 -0.88  -0.703
C8 -6.05 2.95 0.42  -0.810
C9 -5.47 2.25 1.46  -0.850
C10 -0.60 -0.18 3.61  0.374
C11 -0.15 -0.31 4.96  -0.852
C12 1.03 -0.95 5.20  -0.748
C13 1.74 -1.52 4.13  -0.627
C14 1.17 -1.45 2.87  -0.110
N2 0.01 -0.83 2.62  -0.232
C15 1.71 -2.12 1.69  -0.489
N3 1.11 -2.10 0.57  0.609
C16 1.78 -3.02 -0.33  -0.551
C17 3.07 -3.40 0.47  -0.293
O2 2.84 -2.86 1.77  -0.497
C18 1.98 -2.48 -1.74  -0.581
C19 2.89 -3.08 -2.61  -0.333
C20 3.01 -2.63 -3.91  -0.927
C21 2.22 -1.59 -4.37  -0.680
C22 1.29 -1.01 -3.52  -1.004
C23 1.17 -1.46 -2.21  0.990
H1 -3.95 2.27 3.66  0.523
H2 -4.73 0.82 4.37  0.389
H3 -4.47 -0.41 2.35  0.973
H4 -3.19 0.48 -0.32  0.226
H5 -4.28 1.69 -2.15  0.509
H6 -6.12 3.29 -1.69  0.420
H7 -6.84 3.66 0.64  0.400
H8 -5.81 2.41 2.47  0.409
H9 -0.74 0.14 5.74  0.601
H10 1.41 -1.03 6.20  0.447
H11 2.68 -2.03 4.28  0.614
H12 1.12 -3.90 -0.42  0.753
H13 3.97 -2.93 0.06  0.073
H14 3.22 -4.47 0.57  0.390
H15 3.49 -3.91 -2.27  0.462
H16 3.72 -3.10 -4.58  0.407
H17 2.32 -1.25 -5.39  0.461
H18 0.64 -0.22 -3.87  0.633
H19 0.43 -1.01 -1.55  0.438
Cl1 -0.08 2.12 -2.28  0.075
C24 1.51 2.27 -2.96  0.361
C25 1.66 2.55 -4.31  -0.568
C26 2.93 2.67 -4.87  -0.670
C27 4.05 2.51 -4.07  -0.755
C28 3.89 2.23 -2.72  -0.589
C29 2.63 2.10 -2.14  -0.409
P1 2.40 1.65 -0.37  1.227
C30 2.40 3.28 0.44  0.969
C31 2.60 3.25 1.82  -0.793
C32 2.57 4.42 2.56  -0.666
C33 2.34 5.62 1.92  -0.701
C34 2.15 5.66 0.55  -0.617
C35 2.17 4.49 -0.19  -0.694
C36 4.13 1.11 -0.03  -0.867
C37 4.48 -0.18 -0.44  0.756
C38 5.78 -0.64 -0.28  -0.828
C39 6.74 0.17 0.31  -0.761
C40 6.40 1.45 0.72  -0.815
C41 5.11 1.92 0.53  0.025
H20 0.79 2.67 -4.93  0.490
H21 3.04 2.87 -5.92  0.400
H22 5.03 2.60 -4.49  0.424
H23 4.77 2.10 -2.10  0.400
H24 2.78 2.30 2.31  0.739
H25 2.69 4.37 3.63  0.389
H26 2.31 6.53 2.50  0.365
H27 1.96 6.60 0.06  0.386
H28 2.01 4.53 -1.26  0.344
H29 3.73 -0.79 -0.92  0.192
H30 6.06 -1.62 -0.62  0.489
H31 7.74 -0.19 0.45  0.390
H32 7.15 2.10 1.15  0.455
H33 4.87 2.94 0.81  0.392
C42 -3.93 -2.38 0.24  -0.445
N4 -2.84 -2.26 -0.72  0.697
C43 -3.42 -2.29 -2.07  -0.683
N5 -4.19 -3.51 -2.30  0.035
C44 -5.24 -3.60 -1.30  -0.716
N6 -4.71 -3.60 0.06  0.110
C45 -3.80 -4.73 0.19  -0.713
N7 -2.71 -4.68 -0.78  0.133
C46 -1.98 -3.43 -0.58  -0.372
C47 -3.30 -4.65 -2.12  -0.720
H34 -4.60 -1.52 0.13  0.122
H35 -3.50 -2.38 1.25  -0.014
H36 -2.61 -2.23 -2.80  0.273
H37 -4.09 -1.43 -2.19  0.260
H38 -5.81 -4.52 -1.46  0.342
H39 -5.92 -2.74 -1.42  0.345
H40 -4.37 -5.66 0.04  0.344
H41 -3.38 -4.73 1.20  0.326
H42 -1.18 -3.37 -1.33  0.011
H43 -1.54 -3.42 0.42  -0.029
H44 -3.88 -5.57 -2.27  0.345
H45 -2.50 -4.61 -2.86  0.334
O3 -2.46 3.01 2.28  -0.363
S1 -1.07 3.32 2.02  0.721
O4 -0.69 2.83 0.67  -0.727
O5 -0.66 4.67 2.29  -0.580
S2 0.05 2.17 3.26  -0.202

---

The following is a quantum chemistry calculation of C47H46AsCrN6OTe as an isolated structure in a non-equilibrium geometry, from OMol25.

Summary:
Spin multiplicity = 2

Each line ends with the Mulliken charge.
Cartesian coordinates (Å):
Cr1 -0.05 0.62 0.52  0.058
N1 0.50 2.65 0.87  0.042
C1 1.72 2.64 1.64  -0.656
C2 2.15 3.63 2.46  -0.206
C3 3.44 3.54 3.06  -0.976
C4 4.27 2.50 2.77  -0.873
C5 3.84 1.46 1.91  1.293
C6 4.65 0.38 1.49  -1.284
C7 4.17 -0.52 0.59  -1.309
C8 2.81 -0.42 0.19  -0.283
N2 2.01 0.51 0.64  1.826
C9 2.54 1.52 1.41  -0.368
H1 -0.23 3.18 1.34  0.246
H2 0.73 3.09 -0.03  0.072
H3 1.53 4.50 2.63  0.499
H4 3.76 4.33 3.72  0.409
H5 5.27 2.46 3.19  0.477
H6 5.67 0.30 1.85  0.462
H7 4.77 -1.33 0.20  0.609
H8 2.40 -1.15 -0.49  0.542
C10 -3.27 -4.65 3.12  -0.704
C11 -3.15 -4.81 1.75  -0.778
C12 -2.25 -4.04 1.03  0.070
C13 -1.46 -3.11 1.69  0.404
C14 -1.57 -2.95 3.07  -0.160
C15 -2.48 -3.72 3.79  -0.758
As1 -0.20 -1.98 0.73  2.159
C16 1.41 -2.63 1.61  -0.167
C17 1.91 -2.25 2.85  -0.481
C18 3.07 -2.85 3.32  -0.952
C19 3.72 -3.81 2.55  -0.938
C20 3.22 -4.18 1.31  -0.715
C21 2.06 -3.59 0.83  0.553
C22 1.43 -3.85 -0.49  0.649
C23 1.92 -4.71 -1.47  -0.555
C24 1.24 -4.84 -2.67  -0.968
C25 0.09 -4.11 -2.93  -0.744
C26 -0.40 -3.24 -1.96  -0.317
C27 0.27 -3.12 -0.75  -0.631
H9 -3.97 -5.25 3.68  0.402
H10 -3.77 -5.54 1.23  0.425
H11 -2.17 -4.18 -0.04  0.449
H12 -0.96 -2.23 3.60  -0.073
H13 -2.56 -3.57 4.85  0.507
H14 1.42 -1.48 3.43  0.300
H15 3.47 -2.56 4.28  0.476
H16 4.62 -4.28 2.93  0.415
H17 3.74 -4.92 0.72  0.404
H18 2.82 -5.27 -1.30  0.443
H19 1.63 -5.51 -3.43  0.394
H20 -0.43 -4.22 -3.87  0.464
H21 -1.30 -2.67 -2.16  0.521
N3 0.10 0.30 -1.54  -0.246
H22 0.30 1.16 -2.06  -0.132
H23 -0.80 -0.07 -1.83  0.223
H24 0.82 -0.36 -1.82  0.417
N4 -0.14 0.60 2.50  0.279
C28 -0.39 0.50 3.64  0.895
N5 -0.58 0.51 4.89  -0.980
C29 -1.18 -0.46 5.57  0.503
N6 -1.70 -1.26 6.22  -0.596
C30 -2.49 4.04 -0.02  -1.376
C31 -2.43 3.50 -1.45  0.756
C32 -1.03 3.59 -2.05  -0.945
C33 -3.05 2.12 -1.56  0.202
C34 -3.97 1.93 -2.58  -0.726
C35 -4.70 0.76 -2.71  -1.455
C36 -4.62 -0.17 -1.70  -0.839
C37 -3.76 -0.02 -0.61  0.221
C38 -3.91 -0.97 0.57  2.538
C39 -3.63 -0.32 1.93  -1.551
C40 -5.33 -1.55 0.63  -2.149
C41 -2.84 1.05 -0.66  0.058
O1 -1.75 1.04 0.17  0.783
H25 -1.88 4.94 0.09  0.468
H26 -2.16 3.30 0.71  -0.097
H27 -3.52 4.31 0.25  0.375
H28 -3.06 4.14 -2.06  0.624
H29 -0.33 2.93 -1.55  -0.831
H30 -0.63 4.60 -2.00  0.445
H31 -1.04 3.30 -3.11  0.403
H32 -4.12 2.74 -3.30  0.426
H33 -5.37 0.61 -3.55  0.389
H34 -5.28 -1.03 -1.73  0.343
H35 -3.23 -1.81 0.43  -0.680
H36 -4.23 0.59 2.04  0.446
H37 -2.60 -0.05 2.07  -0.090
H38 -3.92 -1.01 2.73  0.424
H39 -6.07 -0.75 0.61  0.408
H40 -5.45 -2.11 1.56  0.505
H41 -5.55 -2.24 -0.18  0.425
Te1 2.87 2.39 -2.00  -0.166
C42 3.23 3.36 -3.84  0.004
C43 4.53 3.61 -4.28  -0.491
C44 4.77 4.27 -5.48  -0.508
C45 3.71 4.69 -6.27  -0.462
C46 2.41 4.44 -5.85  -0.564
C47 2.17 3.78 -4.65  0.000
H42 5.37 3.29 -3.67  0.342
H43 5.79 4.45 -5.79  0.343
H44 3.90 5.20 -7.21  0.357
H45 1.57 4.76 -6.46  0.358
H46 1.15 3.60 -4.34  0.250

---

The following is a quantum chemistry calculation of C47H46CrN5O3P3STe2 as an isolated structure in a non-equilibrium geometry, from OMol25.

Summary:
Spin multiplicity = 5

Each line ends with the Mulliken charge.
Cartesian coordinates (Å):
Cr1 0.18 0.04 0.22  0.439
Te1 3.09 3.48 -1.85  0.325
C1 3.11 3.38 -4.00  -0.169
C2 2.69 4.45 -4.78  -0.239
C3 2.58 4.27 -6.15  -0.355
N1 2.86 3.13 -6.77  -0.672
C4 3.28 2.11 -6.01  -0.563
C5 3.42 2.19 -4.64  0.198
C6 1.73 1.87 -1.68  -1.556
P1 2.19 0.27 -1.02  2.670
C7 2.09 -0.89 -2.43  -0.001
C8 1.43 -0.54 -3.60  -0.823
C9 1.23 -1.47 -4.62  -1.034
C10 1.69 -2.77 -4.46  -0.738
C11 2.34 -3.14 -3.29  -0.737
C12 2.53 -2.21 -2.28  0.001
C13 3.96 0.37 -0.64  0.965
C14 4.97 -0.07 -1.48  -0.608
C15 6.30 0.15 -1.14  -0.800
C16 6.63 0.81 0.03  -0.616
C17 5.62 1.24 0.88  -0.614
C18 4.30 1.02 0.55  -0.446
P2 0.10 2.10 -0.99  1.788
C19 -1.00 2.21 -2.47  0.015
C20 -0.48 2.67 -3.67  0.332
C21 -1.27 2.73 -4.81  -0.424
C22 -2.59 2.31 -4.76  -0.912
C23 -3.12 1.84 -3.57  -0.522
C24 -2.34 1.81 -2.42  -0.523
C25 -0.04 3.79 -0.33  -0.058
C26 0.64 4.06 0.86  -0.154
C27 0.71 5.34 1.37  -0.690
C28 0.08 6.38 0.69  -0.636
C29 -0.63 6.12 -0.47  -0.779
C30 -0.69 4.83 -0.98  -0.644
H1 2.43 5.41 -4.34  0.388
H2 2.23 5.08 -6.79  0.376
H3 3.50 1.19 -6.54  0.412
H4 3.75 1.33 -4.07  0.377
H5 1.06 0.47 -3.72  0.664
H6 0.72 -1.17 -5.53  0.546
H7 1.53 -3.50 -5.25  0.389
H8 2.69 -4.16 -3.17  0.497
H9 3.01 -2.51 -1.35  0.292
H10 4.73 -0.57 -2.41  0.362
H11 7.09 -0.21 -1.80  0.430
H12 7.67 0.99 0.28  0.408
H13 5.88 1.74 1.81  0.438
H14 3.50 1.35 1.21  0.140
H15 0.56 2.96 -3.71  -0.165
H16 -0.85 3.11 -5.73  0.552
H17 -3.21 2.33 -5.65  0.373
H18 -4.15 1.50 -3.52  0.462
H19 -2.77 1.49 -1.49  0.393
H20 1.12 3.23 1.37  0.237
H21 1.25 5.54 2.28  0.426
H22 0.14 7.39 1.08  0.392
H23 -1.13 6.93 -0.99  0.431
H24 -1.23 4.64 -1.90  0.426
N2 0.80 1.33 4.65  -0.019
C31 1.14 1.13 3.35  -1.090
N3 0.26 0.43 2.70  0.868
C32 -0.73 0.11 3.63  -0.263
C33 -1.88 -0.67 3.51  0.102
C34 -2.68 -0.80 4.63  -1.062
C35 -2.36 -0.19 5.84  -0.571
C36 -1.21 0.56 5.99  -1.103
C37 -0.40 0.69 4.86  0.536
H25 1.33 1.84 5.33  0.263
H26 2.05 1.53 2.94  0.463
H27 -2.11 -1.18 2.59  0.428
H28 -3.58 -1.40 4.57  0.470
H29 -3.02 -0.32 6.69  0.399
H30 -0.94 1.01 6.94  0.430
N4 -6.59 -1.38 -0.68  -0.252
C38 -6.06 -0.36 0.03  0.216
S1 -7.06 0.75 0.74  -0.379
C39 -4.59 -0.27 0.10  1.100
C40 -3.74 -1.16 -0.57  -1.271
C41 -2.37 -1.02 -0.46  -1.358
N5 -1.78 -0.06 0.26  2.918
C42 -2.60 0.81 0.89  -1.264
C43 -3.97 0.74 0.84  -0.823
H31 -7.59 -1.48 -0.66  0.214
H32 -6.03 -2.17 -0.97  0.162
H33 -4.12 -1.95 -1.19  0.263
H34 -1.71 -1.71 -0.97  0.129
H35 -2.10 1.58 1.46  0.096
H36 -4.58 1.45 1.37  0.480
C44 -0.12 -4.98 -1.10  -0.536
C45 0.61 -5.14 0.23  -0.449
O1 1.53 -4.06 0.43  -0.281
P3 1.11 -2.81 1.37  -0.577
O2 0.13 -1.96 0.57  0.184
Te2 0.48 -3.52 3.50  -0.369
O3 2.52 -2.00 1.33  0.108
C46 3.66 -2.50 2.06  -0.361
C47 4.56 -3.38 1.21  -1.052
H37 -0.86 -5.77 -1.22  0.444
H38 0.59 -5.04 -1.93  0.179
H39 -0.61 -4.01 -1.14  -0.138
H40 1.19 -6.06 0.25  0.344
H41 -0.11 -5.18 1.05  0.291
H42 3.31 -3.05 2.94  0.373
H43 4.20 -1.62 2.40  0.291
H44 3.97 -4.18 0.76  0.189
H45 5.33 -3.82 1.84  0.450
H46 5.03 -2.79 0.42  0.160

---

Energy above the lowest of the compared OMol25 structures with the same formula, charge and spin across the listed records, respectively: 1.340; 4.391; 0.126; 0.000 eV.